11 unconnected molecules or ions with the total composition C42H115N9O12 in a non-equilibrium geometry, computed with wB97M-V/def2-TZVPD.

CARTESIAN COORDINATES (ANGSTROEM)
C (-3.418, -2.302, 4.989)
O (-4.590, -1.497, 5.019)
C (-4.787, -0.944, 3.676)
C (-5.866, 0.198, 3.766)
C (-7.287, -0.346, 3.550)
N (-5.601, 1.302, 2.792)
H (-2.449, -1.820, 4.855)
H (-3.519, -3.055, 4.208)
H (-3.500, -2.761, 5.975)
H (-3.895, -0.450, 3.292)
H (-4.955, -1.625, 2.841)
H (-5.820, 0.446, 4.827)
H (-7.551, -0.983, 4.395)
H (-7.553, -0.991, 2.713)
H (-7.965, 0.503, 3.633)
H (-4.799, 1.878, 3.004)
H (-6.403, 1.904, 2.913)
C (1.840, -0.384, -8.257)
O (0.623, 0.094, -7.725)
C (0.846, 1.112, -6.724)
C (-0.616, 1.582, -6.405)
C (-1.082, 2.503, -7.521)
N (-0.731, 2.168, -5.113)
H (1.566, -1.023, -9.096)
H (2.362, -0.980, -7.509)
H (2.463, 0.444, -8.595)
H (1.419, 0.542, -5.992)
H (1.558, 1.837, -7.120)
H (-1.344, 0.772, -6.460)
H (-1.880, 3.123, -7.113)
H (-1.559, 2.005, -8.365)
H (-0.274, 3.154, -7.854)
H (-1.691, 2.471, -5.034)
H (-0.455, 1.424, -4.488)
C (1.742, -5.722, -5.259)
O (1.534, -4.429, -4.811)
C (2.711, -3.801, -4.312)
C (2.158, -2.312, -4.070)
C (3.237, -1.162, -4.189)
N (1.697, -2.304, -2.740)
H (2.432, -5.751, -6.102)
H (0.790, -6.061, -5.668)
H (2.168, -6.374, -4.497)
H (3.145, -4.216, -3.403)
H (3.483, -3.772, -5.081)
H (1.354, -2.148, -4.788)
H (2.740, -0.216, -3.971)
H (3.671, -0.970, -5.170)
H (3.953, -1.374, -3.396)
H (1.072, -3.082, -2.589)
H (1.087, -1.499, -2.762)
C (6.299, 3.026, 2.392)
O (6.966, 2.930, 3.694)
C (7.777, 1.792, 3.853)
C (8.386, 1.709, 5.293)
C (7.352, 1.742, 6.479)
N (9.132, 2.925, 5.437)
H (5.966, 4.049, 2.212)
H (5.537, 2.264, 2.558)
H (6.942, 2.834, 1.533)
H (7.138, 0.940, 3.625)
H (8.470, 1.692, 3.017)
H (8.975, 0.802, 5.430)
H (6.618, 0.937, 6.427)
H (6.802, 2.683, 6.494)
H (7.877, 1.787, 7.433)
H (8.546, 3.729, 5.612)
H (9.625, 3.202, 4.600)
C (-4.694, 4.084, -0.333)
O (-5.301, 2.869, -0.789)
C (-6.650, 2.781, -0.553)
C (-7.070, 1.296, -0.918)
C (-8.490, 0.933, -0.366)
N (-6.198, 0.395, -0.237)
H (-4.750, 4.314, 0.731)
H (-5.038, 4.977, -0.854)
H (-3.645, 3.839, -0.495)
H (-6.836, 2.880, 0.517)
H (-7.207, 3.592, -1.022)
H (-7.042, 1.084, -1.986)
H (-8.879, -0.077, -0.496)
H (-9.290, 1.595, -0.698)
H (-8.480, 0.867, 0.722)
H (-6.156, 0.704, 0.724)
H (-5.320, 0.642, -0.672)
C (-3.840, 7.674, 3.502)
O (-3.364, 6.471, 4.035)
C (-2.581, 5.569, 3.198)
C (-2.434, 4.224, 3.911)
C (-1.701, 3.176, 3.071)
N (-3.682, 3.670, 4.424)
H (-4.509, 8.065, 4.268)
H (-4.402, 7.682, 2.567)
H (-3.026, 8.373, 3.312)
H (-3.171, 5.457, 2.287)
H (-1.631, 6.029, 2.930)
H (-1.817, 4.520, 4.759)
H (-2.173, 2.971, 2.110)
H (-1.667, 2.239, 3.627)
H (-0.644, 3.399, 2.922)
H (-3.556, 3.028, 5.193)
H (-4.176, 4.465, 4.804)
C (-2.799, -2.700, -3.498)
O (-1.872, -3.712, -3.132)
C (-1.729, -3.810, -1.716)
C (-0.624, -4.779, -1.360)
C (-0.911, -6.172, -1.947)
N (-0.487, -5.008, 0.102)
H (-2.758, -1.786, -2.904)
H (-3.733, -3.233, -3.321)
H (-2.619, -2.530, -4.559)
H (-1.520, -2.815, -1.324)
H (-2.691, -4.036, -1.257)
H (0.325, -4.419, -1.758)
H (-0.601, -6.938, -1.235)
H (-0.481, -6.330, -2.936)
H (-1.987, -6.269, -2.089)
H (0.380, -5.497, 0.277)
H (-1.186, -5.571, 0.565)
C (1.833, -6.601, 1.730)
O (2.166, -5.822, 0.618)
C (3.576, -5.311, 0.652)
C (3.616, -4.190, -0.409)
C (5.082, -3.764, -0.504)
N (2.815, -3.024, 0.075)
H (2.370, -7.545, 1.646)
H (0.782, -6.871, 1.833)
H (2.176, -6.119, 2.645)
H (3.754, -4.907, 1.649)
H (4.304, -6.083, 0.400)
H (3.273, -4.527, -1.387)
H (5.745, -4.586, -0.775)
H (5.323, -3.468, 0.517)
H (5.188, -2.991, -1.264)
H (2.673, -2.519, -0.788)
H (1.947, -3.497, 0.285)
C (-2.113, -0.302, 0.870)
O (-1.960, -0.119, -0.504)
C (-1.732, 1.204, -1.036)
C (-0.322, 1.635, -0.778)
N (0.622, 0.530, -0.958)
C (1.986, 0.874, -0.736)
C (2.342, 1.031, 0.782)
O (1.846, 2.238, 1.347)
C (1.716, 2.166, 2.738)
H (-1.162, -0.140, 1.378)
H (-2.495, -1.322, 0.889)
H (-2.955, 0.346, 1.115)
H (-2.523, 1.902, -0.764)
H (-1.718, 1.007, -2.108)
H (-0.343, 2.062, 0.225)
H (-0.215, 2.489, -1.447)
H (0.176, -0.162, -0.373)
H (2.232, 1.823, -1.213)
H (2.626, 0.066, -1.091)
H (3.431, 1.060, 0.776)
H (2.177, 0.129, 1.371)
H (2.664, 1.831, 3.160)
H (0.989, 1.441, 3.104)
H (1.584, 3.189, 3.090)
C (0.456, -2.181, 4.134)
C (0.339, -3.444, 3.335)
O (-0.674, -3.346, 2.352)
H (0.338, -1.358, 3.429)
H (1.363, -1.907, 4.675)
H (-0.412, -2.104, 4.788)
H (0.108, -4.273, 4.004)
H (1.272, -3.680, 2.824)
H (-0.374, -3.893, 1.623)
C (3.464, 4.286, -2.741)
C (4.552, 4.746, -1.855)
O (5.716, 4.648, -2.585)
H (3.424, 4.714, -3.743)
H (2.529, 4.516, -2.230)
H (3.401, 3.203, -2.638)
H (4.489, 4.316, -0.855)
H (4.371, 5.819, -1.791)
H (6.405, 4.450, -1.945)

HOMO-LUMO gap in eV: 8.918
SMILES string: COC[C@H](C)N.COC[C@H](C)N.COC[C@H](C)N.COC[C@H](C)N.COC[C@H](C)N.COC[C@H](C)N.COC[C@H](C)N.COC[C@H](C)N.COCCNCCOC.CCO.CCO
LUMO level in eV: 0.42
Energy above the lowest of the compared OMol25 structures with the same formula, charge and spin in kcal/mol: 97.3
HOMO in eV: -8.49